ORCA calculation (ωB97M-V/def2-TZVPD) on 11 unconnected molecules or ions with the total composition C26H66F6O13.

Structure (XYZ):
```
111
Properties=species:S:1:pos:R:3:forces:R:3
C -0.3687 0.9060 0.5086 0.7713 0.0340 0.6523
O 0.7893 -0.0399 0.6815 0.3652 0.2725 0.2896
O -0.5128 1.2067 -0.6936 -0.9869 0.5735 -1.2023
C -1.5290 0.1042 1.1436 -0.4102 -0.2006 -0.1801
F -2.7246 0.7004 0.9362 -0.0205 0.0674 0.0120
F -1.6295 -1.1410 0.6367 -0.1763 -0.0796 0.0205
F -1.4456 -0.0519 2.4993 0.0857 0.0598 0.0937
C 1.4749 0.0559 1.8740 0.4687 -0.7660 1.2574
C 2.7912 -0.7361 1.7921 -0.3354 0.2266 0.5481
H 3.6009 -0.0421 1.5662 0.1782 -0.3811 -0.5815
H 3.0382 -1.1759 2.7660 -0.0919 0.0756 0.0303
H 2.6617 -1.5656 1.0993 0.3057 0.1802 -0.2795
H 0.9041 -0.3650 2.7232 -0.1147 0.0271 -0.1590
H 1.7408 1.0712 2.2217 -0.3156 0.2325 -0.4904
H -0.1558 1.7733 1.2014 0.0496 -0.1460 0.4631
C -3.3451 2.4390 -5.9567 0.5956 0.9436 -0.5317
O -3.6782 1.8885 -4.6171 -0.4456 -0.2523 0.3726
O -2.1330 2.2936 -6.3008 0.5520 -0.7649 -0.4327
C -4.4033 1.7414 -6.8481 -0.3165 -0.6623 0.5184
F -4.3684 0.3931 -6.8059 0.3243 -0.1821 -0.0714
F -5.6792 2.0415 -6.4532 -0.2181 0.3707 -0.1788
F -4.3207 2.0699 -8.1477 -0.0017 0.2896 -0.2412
C -4.2699 2.7821 -3.7175 0.1206 0.7138 -0.2197
C -4.3396 2.2097 -2.3153 0.2223 -0.1984 0.1795
H -4.7215 2.9698 -1.6284 -0.2760 -0.1273 -0.0506
H -4.9502 1.3020 -2.2962 -0.2971 0.2251 0.0230
H -3.3810 1.9055 -1.8905 0.2228 0.1157 -0.4449
H -5.2806 3.0821 -4.0507 -0.0409 -0.2777 0.0613
H -3.7044 3.7284 -3.7384 0.1287 -0.1429 0.2833
H -3.6086 3.5355 -5.9943 -0.8508 -0.1035 0.5578
C 5.2547 -3.4765 2.5271 0.2466 -0.6088 -0.1170
C 6.0367 -4.0558 3.6874 0.0708 0.0118 0.1388
O 6.3756 -5.4296 3.5106 0.1207 -0.0391 -0.0583
H 5.7216 -3.8074 1.5953 0.1046 0.2154 -0.0064
H 5.2741 -2.3907 2.5672 -0.3244 0.0469 -0.0663
H 4.2391 -3.8748 2.5054 -0.1333 0.3264 0.0881
H 5.4956 -3.9449 4.6342 -0.0549 0.1060 -0.0632
H 6.9819 -3.5183 3.7902 0.0441 -0.1161 0.0306
H 5.6535 -5.8744 3.0573 -0.0799 0.0698 0.0367
C -1.7189 -3.4278 3.3319 0.2667 -0.2345 0.0516
C -0.6278 -3.9275 2.3916 0.2305 -0.1531 0.5930
O -0.7649 -5.3321 2.1602 -0.0813 0.4616 -0.3355
H -1.6222 -3.9569 4.2838 -0.0305 0.0353 0.0056
H -2.7078 -3.6708 2.9363 -0.0187 0.2036 -0.0789
H -1.6246 -2.3573 3.5117 -0.1302 0.0245 -0.0955
H 0.3468 -3.8068 2.8751 -0.0455 0.0697 -0.0059
H -0.5808 -3.3313 1.4767 -0.1273 -0.1763 -0.1120
H -1.4327 -5.4348 1.4626 0.1414 -0.3449 0.1302
C 0.2426 -4.4247 -2.9347 -1.0964 -1.0475 1.0057
C 0.2204 -3.0350 -2.3299 -0.0532 0.1243 -0.9426
O 0.7198 -2.1183 -3.2941 0.0669 0.1601 0.1654
H 1.2349 -4.8611 -3.0592 0.0664 0.2363 -0.3377
H -0.3815 -4.4582 -3.8298 0.5732 0.2898 -0.3937
H -0.3089 -5.1418 -2.2983 0.3300 0.2098 0.2623
H 0.7426 -2.9378 -1.3732 0.0374 -0.1413 -0.0170
H -0.8217 -2.7484 -2.1897 0.0776 0.1662 0.2234
H 1.5541 -2.4550 -3.6324 0.0561 0.0350 0.0753
C -2.5602 5.8824 0.4972 -0.0187 0.4371 -0.4137
C -2.0068 4.4885 0.6660 0.2749 -0.2860 -0.1626
O -2.0401 3.8405 -0.5845 -0.2910 0.0483 0.2468
H -3.6070 5.9261 0.1885 -0.0169 -0.2730 0.1219
H -1.9913 6.3410 -0.3189 -0.0416 0.0524 0.0885
H -2.4274 6.5099 1.3812 0.0078 -0.1266 0.1087
H -2.5440 3.8750 1.4013 -0.0150 0.2755 0.1855
H -0.9599 4.6088 0.9951 -0.0971 -0.2083 0.1804
H -1.9168 2.8846 -0.4405 0.5031 -0.0125 -0.4522
C -4.4656 -4.1620 -0.2179 0.1619 0.3315 -0.0330
C -2.9626 -4.3178 -0.2281 -0.1690 -0.1947 -0.2260
O -2.5810 -5.6941 0.0175 0.0533 0.5685 0.1221
H -4.9110 -4.3290 0.7639 0.1201 -0.1959 0.0297
H -4.8938 -4.8525 -0.9495 -0.2216 0.1467 -0.0113
H -4.6953 -3.1322 -0.4980 -0.1584 -0.0917 -0.1706
H -2.5119 -3.6686 0.5199 0.1196 -0.2280 0.1418
H -2.5630 -4.0015 -1.1942 -0.0300 -0.0639 -0.0228
H -3.2927 -6.2479 -0.3114 0.0179 -0.0650 -0.0082
C 0.3464 3.5819 3.9040 -0.2485 -0.8252 -0.3302
C -0.2432 4.6313 4.8042 0.3552 0.6194 -0.0133
O 0.7462 5.5636 5.2933 -0.1587 -0.0708 0.0453
H -0.4516 3.1124 3.3178 0.0147 0.0173 0.0701
H 0.8301 2.7597 4.4372 0.1194 0.1702 0.1199
H 1.0476 3.9779 3.1710 0.0253 0.2558 0.1329
H -0.7742 4.2016 5.6563 -0.1070 -0.1172 -0.0979
H -0.9470 5.2358 4.2304 -0.0485 0.0122 0.0793
H 1.0497 5.2665 6.1538 0.0456 -0.0856 -0.0503
C -3.4760 -2.5312 -3.5093 -0.5755 -1.2734 0.8585
C -3.2957 -1.2453 -2.6997 0.8366 -0.0126 -2.0117
O -2.4694 -0.4354 -3.5439 -0.9056 0.1917 0.9180
H -3.6722 -2.4510 -4.5776 -0.1638 0.8514 0.0835
H -4.3147 -3.1226 -3.0950 0.2949 -0.1645 -0.0338
H -2.5642 -3.1376 -3.4817 -0.0360 0.0079 0.2339
H -2.7626 -1.4124 -1.7603 -0.1257 -0.0840 0.0709
H -4.2636 -0.7742 -2.5007 0.0699 0.0062 0.1027
H -3.0894 0.2033 -3.9395 0.7162 0.4350 -0.3433
C 3.1672 4.1031 -1.0955 0.5219 0.5058 1.4027
C 2.7097 2.6725 -0.9096 0.2598 -0.3015 -0.3431
O 2.9786 1.9406 -2.1109 -0.3496 -0.0455 0.1301
H 3.0657 4.6744 -0.1561 -0.4704 -0.1195 -0.1481
H 2.6012 4.6117 -1.8693 0.1020 -0.0543 -0.1840
H 4.2518 4.1863 -1.2421 -0.1189 -0.2387 -0.5904
H 1.6413 2.6321 -0.6916 -0.0738 -0.2160 -0.4228
H 3.1987 2.1494 -0.0754 0.0911 0.3302 0.0903
H 3.9171 1.7378 -2.1314 0.0061 0.0411 0.0458
C 6.1976 1.5062 2.4212 0.1958 1.0616 -0.2478
C 7.5683 0.9517 2.0904 -0.4697 -0.3020 -0.2115
O 8.2063 1.6915 1.0564 0.2894 0.0314 0.2005
H 6.3176 2.5552 2.7284 0.0371 -0.1914 0.3926
H 5.7085 0.9509 3.2184 -0.1493 -0.0446 -0.0861
H 5.5698 1.6222 1.5366 -0.0818 -0.6028 -0.0057
H 7.4841 -0.0578 1.6850 0.0029 -0.0469 0.1220
H 8.1562 0.8985 3.0139 0.2421 0.0418 -0.1651
H 8.5407 2.5141 1.4247 -0.0928 0.0494 -0.0143
```
Positions in Å, forces in eV/Å.

Its total energy is -70952.015 eV. The value obtained for the energy relative to the best compared isomer or geometry (same formula, charge and spin) is 33.7 kJ/mol. As for the LUMO energy: 3.37 eV. Its gap between HOMO and LUMO is 4.9 eV. As for the net charge: -2. Its HOMO energy is -0.0579 hartree.

These are the Mulliken partial charges, in e, on atoms 1 to 2: C 0.916; O -0.200